The following is a DFT calculation (the ωB97M-V functional and the def2-TZVPD basis) of a 2-piece molecular cluster, C6H14O overall.

Geometry as XYZ:
```
21
Properties=species:S:1:pos:R:3:forces:R:3
C -3.065357 0.256184 0.803761 -0.029 0.011 0.051
C -2.042306 0.108597 -0.319576 0.005 0.006 -0.053
C -0.658712 -0.304913 0.182648 0.006 -0.024 0.042
C 0.320803 -0.568167 -0.965800 0.002 0.020 -0.055
C 1.660073 -1.075006 -0.509314 0.147 0.040 -0.072
C 2.838622 -0.633202 -0.947849 -0.126 -0.079 0.026
O 2.567980 1.637216 1.293974 0.080 -0.081 0.061
H -4.046508 0.550135 0.415633 0.149 -0.037 0.058
H -2.750125 1.015192 1.528954 -0.035 -0.105 -0.100
H -3.190194 -0.689626 1.344531 0.023 0.138 -0.070
H -2.399051 -0.639987 -1.041465 0.061 0.103 0.101
H -1.960688 1.053859 -0.873351 0.001 -0.130 0.074
H -0.249670 0.469490 0.847070 -0.078 -0.109 -0.099
H -0.755388 -1.216928 0.790685 0.024 0.123 -0.088
H 0.454561 0.343121 -1.563927 -0.009 -0.135 0.072
H -0.122980 -1.319550 -1.635832 0.048 0.083 0.089
H 2.446520 0.908914 0.667640 0.018 0.059 0.067
H 1.638251 -1.878028 0.230725 0.017 0.104 -0.111
H 3.775531 -1.056589 -0.593961 -0.159 0.043 -0.043
H 2.907899 0.165054 -1.685309 -0.037 -0.112 0.100
H 3.293995 1.342431 1.856062 -0.108 0.083 -0.049
```
Positions in Å, forces in eV/Å.

Results
Kohn-Sham gap in eV: 11.0
HOMO energy in eV: -9.9815
SMILES: C=CCCCC.O

=====

The following is a DFT calculation (the ωB97M-V functional and the def2-TZVPD basis) of C5H6N2 as an isolated structure at a distorted geometry.

Geometry as XYZ:
```
13
Properties=species:S:1:pos:R:3:forces:R:3
C 0.622580 -1.139706 1.418385 3.003 0.877 -1.201
C -0.624480 -0.354651 -0.011929 -8.179 7.065 -3.963
C -1.124303 0.809538 -0.777573 -4.875 -1.592 2.188
C 0.972339 0.659784 -0.992691 8.831 -1.114 -0.377
C 0.639540 -0.266195 0.007162 7.788 0.264 -0.289
H 0.720982 -0.465205 2.394662 -0.202 -1.311 -2.325
H 1.599749 -2.024531 1.477089 -3.815 1.961 -0.127
H -1.507706 -1.321348 1.735078 0.325 0.816 -1.816
H -2.175173 1.314302 -0.894131 2.304 -1.346 0.363
H -0.233306 1.828676 -2.365763 1.318 -1.314 4.096
H 1.978597 0.733651 -1.650795 -2.371 0.155 2.087
N -0.840602 -1.193832 0.937925 -0.845 -6.258 7.261
N -0.028218 1.419517 -1.277419 -3.282 1.795 -5.898
```
Positions in Å, forces in eV/Å.

Results
Kohn-Sham gap in eV: 8.0
HOMO energy in eV: -6.9981

=====

The following is a DFT calculation (the ωB97M-V functional and the def2-TZVPD basis) of a 2-piece molecular cluster, ClNO3 overall at a distorted geometry.

Geometry as XYZ:
```
5
Properties=species:S:1:pos:R:3:forces:R:3
Cl 0.397530 2.187209 -2.150660 0.206 0.465 -0.527
N -0.099666 -0.530576 0.508197 0.096 -0.298 1.367
O 0.653272 -0.402945 1.523956 0.137 0.075 -0.160
O -0.810737 0.404580 0.161578 -0.297 -0.246 -0.190
O -0.140399 -1.658268 -0.043071 -0.143 0.004 -0.490
```
Positions in Å, forces in eV/Å.

Results
Net charge: -2
Kohn-Sham gap in eV: 7.6
HOMO energy in eV: -0.0042

=====

The following is a DFT calculation (the ωB97M-V functional and the def2-TZVPD basis) of a 3-piece molecular cluster, C19H49N8O3P2 overall at a distorted geometry.

Geometry as XYZ:
```
81
Properties=species:S:1:pos:R:3:forces:R:3
C 2.338216 3.079409 3.374450 -0.454 0.246 -0.174
C 1.767023 4.333536 2.720355 -0.151 0.002 0.155
N 2.123161 4.700327 1.557303 0.509 -0.029 0.090
C 0.712140 5.105310 3.488628 -0.443 -0.154 -0.793
C -0.583467 5.250772 2.658375 0.235 -0.216 0.822
C -1.851394 5.030591 3.478623 0.415 0.192 -0.840
C -2.905757 4.232239 2.663587 0.013 0.278 0.562
C -2.774876 2.724468 2.713211 -0.204 -0.144 -0.538
N -2.384613 2.103386 3.940245 -0.384 -0.027 -0.119
O -3.015816 2.027097 1.746579 0.296 0.186 0.351
H 1.791245 2.884321 4.295497 0.240 -0.170 0.139
H 2.198312 2.227369 2.706596 0.118 -0.043 -0.011
H 3.401847 3.212964 3.570965 0.016 -0.091 0.105
H 2.826375 4.031007 1.232333 0.001 0.093 -0.216
H 0.478052 4.541198 4.398949 0.146 0.149 0.157
H 1.155635 6.079173 3.763966 0.105 -0.078 0.170
H -0.580176 6.269617 2.259029 -0.158 -0.109 -0.283
H -1.595394 4.481510 4.391434 -0.178 0.132 0.151
H -2.312872 5.996475 3.760436 -0.254 -0.171 0.241
H -3.915739 4.515824 3.002373 -0.102 -0.271 -0.040
H -2.793150 4.511601 1.619245 -0.148 0.002 -0.045
H -2.644696 2.689545 4.723244 0.356 0.212 -0.009
H -1.376637 1.985461 3.944404 0.003 -0.125 0.003
O 5.577093 0.518363 0.381113 -1.248 2.071 1.320
P 4.294357 0.127093 -0.250287 0.076 -4.019 -2.890
N 4.137452 -1.508370 0.263844 0.339 0.183 -0.182
C 4.098118 -2.733287 -0.490220 -0.208 -0.106 -0.064
C 4.019926 -1.683826 1.697975 0.033 0.205 0.152
N 4.632687 0.373998 -1.920883 0.934 0.214 0.212
C 4.371891 -0.609176 -2.950219 -0.534 0.148 -0.148
C 5.865870 1.094711 -2.224632 0.184 -0.086 0.045
N 2.648273 0.351306 -0.435647 -0.239 1.713 1.105
C 1.647812 -0.704705 -0.494074 -0.091 -0.393 0.527
C 2.137908 1.619363 -0.964447 0.467 0.189 -0.127
H 3.180215 -3.304438 -0.285854 0.012 0.016 0.009
H 4.950132 -3.380846 -0.241983 -0.002 0.016 0.013
H 4.122837 -2.564482 -1.560004 0.001 0.057 0.035
H 3.017511 -1.421483 2.068815 0.020 -0.059 0.027
H 4.746355 -1.066689 2.231194 -0.016 0.017 -0.025
H 4.208226 -2.724214 1.968713 0.033 -0.014 -0.077
H 5.078019 -1.449078 -2.920972 0.004 0.016 -0.063
H 4.468063 -0.139145 -3.932981 0.021 0.057 0.032
H 3.350665 -0.989697 -2.900953 0.028 -0.079 0.151
H 6.756660 0.456216 -2.153921 0.021 0.034 -0.006
H 6.001667 1.935746 -1.552225 0.002 -0.058 0.070
H 5.805221 1.488375 -3.243081 -0.071 -0.061 -0.016
H 1.756851 -1.344061 -1.372774 0.013 -0.010 -0.009
H 0.655508 -0.259665 -0.540937 0.062 0.108 -0.052
H 1.646846 -1.332714 0.395058 0.091 -0.063 -0.046
H 2.132009 1.591951 -2.059158 -0.104 0.060 -0.011
H 2.767771 2.454266 -0.656846 0.053 -0.022 -0.034
H 1.135960 1.836238 -0.597155 0.021 -0.096 0.101
O -1.121513 -2.333432 -1.611717 0.617 0.583 -2.378
P -2.567797 -2.499809 -1.845919 -2.113 -1.048 3.758
N -3.329473 -1.354194 -0.866580 0.117 -0.252 -0.280
C -4.278237 -1.492257 0.216672 -0.245 0.019 0.050
C -2.969588 0.030483 -1.158065 0.159 0.154 -0.106
N -2.815581 -4.139415 -1.362654 0.473 0.033 0.311
C -3.907017 -4.588534 -0.521394 -0.336 -0.151 -0.382
C -1.608366 -4.898866 -1.046931 0.124 0.057 0.136
N -3.638767 -2.518273 -3.113497 1.112 0.388 -1.353
C -4.973100 -1.949698 -3.084085 -0.025 0.314 0.081
C -3.383772 -3.469741 -4.187118 -0.015 -0.059 0.009
H -5.194458 -0.920536 0.015305 0.048 0.028 -0.014
H -3.857527 -1.117500 1.154654 0.021 0.069 -0.048
H -4.580746 -2.517222 0.379372 0.034 -0.013 -0.056
H -3.467107 0.404498 -2.065010 0.005 0.017 0.034
H -1.892904 0.135987 -1.297746 -0.009 -0.029 -0.009
H -3.254747 0.678172 -0.329056 0.046 -0.079 0.060
H -3.783303 -4.294809 0.527105 -0.015 -0.073 0.015
H -3.958214 -5.680798 -0.547810 0.055 -0.001 -0.045
H -4.873965 -4.235993 -0.886044 0.043 0.157 0.047
H -1.220375 -4.678869 -0.044386 0.032 -0.018 -0.007
H -0.819349 -4.694232 -1.763559 0.002 0.088 0.028
H -1.839232 -5.966607 -1.099017 -0.092 0.019 0.014
H -5.633607 -2.458818 -2.375786 -0.002 -0.004 0.014
H -5.417254 -2.039191 -4.076355 0.075 -0.084 -0.027
H -4.960715 -0.887451 -2.846367 0.022 -0.033 0.130
H -3.870686 -4.432095 -3.997197 -0.009 -0.014 -0.011
H -2.313742 -3.650123 -4.292441 0.006 -0.020 0.077
H -3.738184 -3.075631 -5.141662 -0.009 0.053 0.023
```
Positions in Å, forces in eV/Å.

Results
Net charge: -1
Kohn-Sham gap in eV: 3.7
HOMO energy in eV: -1.5146

=====

The following is a DFT calculation (the ωB97M-V functional and the def2-TZVPD basis) of a 2-piece molecular cluster, C11H17F2NO overall at a distorted geometry.

Geometry as XYZ:
```
32
Properties=species:S:1:pos:R:3:forces:R:3
C 0.754219 -1.081178 0.535648 3.160 -1.178 0.131
C 1.781422 -1.733237 0.578145 0.985 0.517 -0.361
C -0.502093 -0.700729 0.294014 -3.595 -2.109 -0.516
C 4.173307 0.882750 -0.668459 1.747 -1.760 0.067
C -3.317143 -0.194622 1.364567 -2.271 0.809 -2.266
C -2.617162 2.091773 0.845959 0.416 0.439 -0.635
C -3.159439 0.609706 -1.059336 -0.123 -0.383 -0.290
C 3.196080 -2.243999 0.659051 -1.281 -0.058 0.066
C 4.403940 -0.649061 -0.693587 2.042 0.196 0.036
C -1.161153 -2.891963 -0.087481 0.672 4.108 1.777
C -2.522438 0.681773 0.325811 -2.788 0.129 0.512
N -1.248959 0.248612 0.369903 4.381 -0.180 -0.095
O 4.173458 -1.181917 0.574757 -1.701 -2.006 2.009
F -2.017558 -3.061255 0.980089 0.698 -0.849 -1.106
F -1.833177 -2.812555 -1.216065 -0.725 -0.792 -0.677
H 3.213953 1.020072 -0.341943 -2.701 0.501 0.699
H 4.804011 1.433535 0.045760 0.189 -0.473 -0.485
H 4.256040 1.226287 -1.666627 0.285 0.759 -0.924
H -4.282652 0.361879 1.395045 0.290 -0.678 0.335
H -3.519577 -1.158377 0.901532 0.045 -0.129 0.167
H -2.993463 -0.330761 2.368259 0.975 0.228 0.578
H -1.957363 2.851611 0.493337 0.791 0.158 -1.312
H -2.254503 1.981488 1.800597 0.188 0.187 2.865
H -3.580342 2.536527 0.798273 -1.106 -0.041 0.206
H -3.024187 1.542418 -1.631884 0.264 -0.389 0.248
H -2.730859 -0.248113 -1.630946 -0.820 0.533 0.350
H -4.236582 0.549865 -0.839040 0.228 -0.387 -0.644
H 3.317770 -3.039945 -0.161970 0.155 1.086 1.205
H 3.143363 -2.746639 1.684675 1.092 0.648 -1.317
H 5.504364 -0.894057 -0.779361 -0.952 0.521 -0.929
H 3.832268 -1.216345 -1.450843 0.154 0.633 0.053
H -0.251263 -3.522917 -0.123389 -0.696 -0.039 0.254
```
Positions in Å, forces in eV/Å.

Results
Kohn-Sham gap in eV: 7.9
HOMO energy in eV: -7.2338

=====

The following is a DFT calculation (the ωB97M-V functional and the def2-TZVPD basis) of a 2-piece molecular cluster, C4H12NOS overall at a distorted geometry.

Geometry as XYZ:
```
19
Properties=species:S:1:pos:R:3:forces:R:3
C -2.496956 -0.282386 -0.578561 -0.327 -0.839 -1.354
N -1.660506 0.437361 0.335646 0.564 0.261 0.063
C -0.194306 0.230611 0.176793 0.117 -1.147 1.309
C 0.558835 1.487466 0.502074 1.748 0.886 -1.347
S 2.193386 1.691709 -0.435460 -0.811 0.061 0.115
C 0.230388 -0.914974 1.151204 -0.526 -0.040 -0.564
H -3.223053 -0.958326 -0.115492 -0.020 0.185 0.193
H -1.940297 -0.916518 -1.289021 0.328 -0.142 0.489
H -3.041029 0.329111 -1.315450 -0.148 0.446 0.560
H -1.855578 0.183703 1.291818 -0.389 0.047 0.034
H 0.004350 -0.169304 -0.820838 -0.016 0.593 -0.159
H 1.027415 1.545686 1.477936 -1.013 -0.168 0.614
H -0.083193 2.336111 0.274865 0.092 0.118 0.240
H -0.534256 -1.695576 1.018752 0.364 -0.161 0.265
H 1.217046 -1.336604 0.965860 0.042 0.120 -0.258
H 0.236067 -0.572305 2.187950 -0.224 0.101 0.032
H 2.679123 -0.297906 -1.030207 0.403 0.061 -0.389
H 3.664928 -0.221995 -2.156728 0.336 0.661 -0.455
O 3.217631 -0.875862 -1.641138 -0.522 -1.042 0.612
```
Positions in Å, forces in eV/Å.

Results
Net charge: -1
Kohn-Sham gap in eV: 6.3
HOMO energy in eV: -2.6789

=====

The following is a DFT calculation (the ωB97M-V functional and the def2-TZVPD basis) of C6H9O5Pm as an isolated structure at a distorted geometry.

Geometry as XYZ:
```
21
Properties=species:S:1:pos:R:3:forces:R:3
C 1.463501 -2.179600 -0.640138 0.905 -0.532 0.033
O 0.803221 -0.887711 -0.681293 -1.547 0.212 1.752
C 1.280070 0.051428 -1.489849 0.653 0.628 -0.994
O 0.480652 1.020075 -1.654762 0.011 0.542 0.844
C -0.527296 1.383644 -0.612306 -0.096 -0.385 -0.652
C -1.879226 0.836027 -0.983856 -0.536 1.022 -0.644
O -2.090191 -0.328431 -0.137911 0.870 -0.023 0.676
C -3.346304 -0.971904 -0.252674 -1.504 -0.726 -0.111
Pm -0.398144 -0.013863 1.261784 0.967 0.012 -0.352
H 0.711914 -2.867233 -0.243288 0.168 -0.106 -0.449
H 1.822160 -2.398535 -1.649655 -0.338 -0.261 0.225
H 2.330302 -2.151386 0.026056 -0.097 0.197 -0.025
H -0.506376 2.473790 -0.620672 0.018 -0.115 0.122
H -1.978990 0.525997 -2.035795 0.061 0.105 0.314
H -2.659606 1.567344 -0.724969 0.062 -0.228 -0.210
H -4.124475 -0.353587 0.218098 0.206 -0.201 -0.182
H -3.590108 -1.136661 -1.311253 0.156 0.072 0.288
H -3.268089 -1.940424 0.251300 -0.107 0.205 -0.108
O 3.981299 0.183958 -1.762840 -2.834 0.871 0.897
C 3.183896 0.535812 -0.936644 5.894 -1.041 -0.433
O 3.141410 0.900605 0.219744 -2.912 -0.245 -0.991
```
Positions in Å, forces in eV/Å.

Results
Net charge: +2
Kohn-Sham gap (spin up / spin down) in eV: 6.7 / 7.5
HOMO energy (spin up / spin down) in eV: -16.8611 / -16.8637
Multiplicity: 5